Record 1
The following is a quantum chemistry calculation of C2H7NO2S2 in the gas phase at a distorted geometry, from the OMol25 dataset.

Last column: Löwdin charge in e.
Element x y z (Å)
S (0.89335, 0.28115, -2.18866)  0.7236
S (-0.85296, -0.66799, 0.09647)  0.6613
O (-0.50921, -1.36140, 1.30399)  -0.3372
O (-1.25263, -1.43096, -1.05839)  -0.3721
N (0.71208, 0.55668, -0.55675)  -0.6210
C (-2.04349, 0.64850, 0.55144)  -0.1046
C (1.76393, 0.12621, 0.32325)  -0.2191
H (2.20263, 0.95863, 0.75356)  0.0602
H (2.46449, -0.47071, -0.24009)  0.0556
H (-2.14881, 1.35523, -0.17992)  0.0254
H (1.74435, -0.93141, -2.17536)  -0.0454
H (-2.90241, 0.29064, 0.93485)  0.0182
H (1.29732, -0.49835, 1.06710)  0.0458
H (-1.36865, 1.14380, 1.36851)  0.1094

Atoms 1-3, force components in eV/Å:
S 1.552 -1.448 -0.103
S -0.202 1.558 -1.820
O 0.262 0.048 0.414

Calculated values
**HOMO-LUMO gap**: 9.247 eV
**LUMO level**: 0.4 eV
**Net charge**: 0
**Largest force on an atom**: 0.1182 Eh/bohr

***

Record 2
The following is a quantum chemistry calculation of 2 unconnected molecules or ions with the total composition C2H7NO3S2 at a distorted geometry, from the OMol25 dataset.

Last column: Löwdin charge in e.
Element x y z (Å)
S (3.73485, -0.29454, -0.32629)  0.8346
S (0.40359, 0.58125, -0.08770)  0.6127
O (2.83266, -1.18127, 0.37034)  -0.5326
O (0.97007, 1.56643, 0.84217)  -0.3637
O (1.22927, 0.29307, -1.21190)  -0.3893
N (3.65765, 1.16325, 0.00201)  -0.2861
C (-0.13464, -0.95407, 0.70736)  -0.1579
C (-1.30732, 1.19585, -0.56446)  -0.1201
H (2.86154, 1.38642, 0.65451)  -0.0014
H (-1.62867, 1.70300, 0.33500)  0.0550
H (-1.26429, 1.91771, -1.42740)  0.0900
H (-0.06012, -1.78606, 0.00953)  0.0692
H (0.46086, -1.35958, 1.66324)  0.1270
H (-1.11064, -0.63694, 1.00214)  0.0267
H (-1.99739, 0.42462, -0.76333)  0.0360

Atoms 1-3, force components in eV/Å:
S 0.569 0.498 -0.020
S -0.562 0.811 0.878
O -0.195 -0.817 0.390

Calculated values
**HOMO-LUMO gap**: 10.852 eV
**LUMO level**: 0.3 eV
**Net charge**: 0
**Largest force on an atom**: 0.0600 Eh/bohr

***

Record 3
The following is a quantum chemistry calculation of C2H7NOSi in the gas phase at a distorted geometry, from the OMol25 dataset.

Last column: Löwdin charge in e.
Element x y z (Å)
Si (1.12361, -0.71917, 0.05596)  0.6637
O (-2.75010, -0.09817, 0.53412)  0.0045
N (-0.61461, -0.32020, -0.11621)  -0.3256
C (-0.98740, 0.46871, -1.21633)  -0.1662
C (-1.62475, -0.50078, 0.74416)  -0.4152
H (1.27864, -1.67293, 1.21837)  -0.0675
H (1.23109, -1.59662, -1.28675)  -0.0275
H (-1.19843, -0.25687, -2.03248)  0.0951
H (-1.38041, -1.12296, 1.63956)  0.1273
H (1.91835, 0.47763, 0.19977)  -0.0833
H (-1.86814, 1.08766, -1.02918)  0.0842
H (-0.06741, 1.11649, -1.61422)  0.1106

Atoms 1-3, force components in eV/Å:
Si -1.732 -2.396 -1.183
O -0.251 -0.072 0.455
N 1.725 0.189 1.725

Calculated values
**HOMO-LUMO gap**: 10.411 eV
**LUMO level**: 0.7 eV
**Net charge**: 0
**Largest force on an atom**: 0.0817 Eh/bohr

***

Record 4
The following is a quantum chemistry calculation of a gas-phase ion, C2H7NPS (charge +1) at a distorted geometry, from the OMol25 dataset.

Last column: Löwdin charge in e.
Element x y z (Å)
S (-3.77662, -0.60524, -0.17145)  0.2217
P (-2.48852, 0.77753, -0.08923)  0.4421
N (0.43008, 0.62425, 0.19206)  -0.0687
C (-0.75137, -0.29364, 0.32063)  -0.3673
C (1.59159, -0.18892, -0.45037)  0.0301
H (1.27714, -0.14808, -1.43242)  0.0741
H (-1.01719, -0.50094, 1.30401)  0.0332
H (2.51303, 0.33812, -0.11653)  0.1135
H (-0.42161, -1.23535, -0.16271)  0.0931
H (0.10021, 1.35748, -0.41932)  0.1183
H (1.69028, -1.23165, 0.05330)  0.1451
H (0.85299, 1.10644, 0.97203)  0.1649

Atoms 1-3, force components in eV/Å:
S 0.000 0.321 0.007
P 1.099 -1.560 -0.136
N 0.846 -1.359 -0.226

Calculated values
**HOMO-LUMO gap**: 7.613 eV
**LUMO level**: -5.5 eV
**Net charge**: +1
**Largest force on an atom**: 0.0764 Eh/bohr

***

Record 5
The following is a quantum chemistry calculation of C2H7NS in the gas phase at a distorted geometry, from the OMol25 dataset.

Last column: Löwdin charge in e.
Element x y z (Å)
S (0.59032, -0.73988, 1.55208)  0.6378
N (-0.79008, 0.78190, -2.09362)  -0.0305
C (-0.80936, 0.65327, -0.66214)  -0.3423
C (0.52676, -0.04958, -0.17542)  -0.5593
H (-1.71619, -0.03748, -0.45475)  0.1350
H (1.32760, 0.50587, -0.59882)  0.0545
H (0.46294, -0.98431, -0.64686)  0.0073
H (-0.32342, 0.22927, 1.93914)  -0.1320
H (-0.89267, -0.11115, -2.60893)  0.0930
H (-0.21072, 1.44684, -2.47456)  0.0297
H (-0.86661, 1.69359, -0.30775)  0.1068

Atoms 1-3, force components in eV/Å:
S -0.943 2.226 -0.273
N -2.140 -2.604 0.079
C 0.035 -1.220 0.058

Calculated values
**HOMO-LUMO gap**: 9.987 eV
**LUMO level**: 1.1 eV
**Net charge**: 0
**Largest force on an atom**: 0.0656 Eh/bohr

***

Record 6
The following is a quantum chemistry calculation of a molecular structure, C2H7NS at a distorted geometry, from the OMol25 dataset.

Last column: Löwdin charge in e.
Element x y z (Å)
S (-0.95260, -1.02596, 1.37355)  0.2170
N (0.59354, 0.50483, -0.56742)  -0.1474
C (-0.09473, 0.65520, -1.83401)  -0.0771
C (1.76641, 0.91568, -0.38638)  0.0327
H (2.23920, 0.79084, 0.58015)  0.0924
H (2.33182, 1.39008, -1.18730)  0.0901
H (-0.43448, -0.32720, -2.15387)  0.0908
H (-0.96478, 1.28512, -1.66743)  0.0928
H (-0.05997, -0.15056, 0.38477)  -0.1786
H (-1.90445, -0.07942, 1.49698)  -0.2934
H (0.55489, 1.10127, -2.58767)  0.0807

Atoms 1-3, force components in eV/Å:
S 0.150 0.339 -0.166
N 0.409 0.403 -0.398
C 0.200 -0.021 0.142

Calculated values
**HOMO-LUMO gap**: 8.260 eV
**LUMO level**: 0.4 eV
**Net charge**: 0
**Largest force on an atom**: 0.0242 Eh/bohr

***

Record 7
The following is a quantum chemistry calculation of 2 unconnected molecules or ions with the total composition C2H7NS at a distorted geometry, from the OMol25 dataset.

Last column: Löwdin charge in e.
Element x y z (Å)
S (4.05098, -0.87033, -4.66237)  0.4309
N (-0.51486, 0.03604, 1.92460)  0.0193
C (-1.45642, 0.38099, 1.02140)  -0.3294
C (-2.74336, 0.34377, 1.35699)  -0.0302
H (-1.22192, 0.20246, 0.05647)  0.0719
H (-3.08370, -0.16075, 2.34081)  0.0841
H (5.24079, -0.47434, -4.10288)  -0.2064
H (-3.43137, 0.88944, 0.83531)  -0.0006
H (0.44951, 0.44633, 1.78900)  0.1208
H (-0.79855, -0.02725, 2.86615)  0.0640
H (3.50889, -0.76637, -3.42548)  -0.2245

Atoms 1-3, force components in eV/Å:
S 0.679 0.361 1.018
N 3.819 0.046 -0.539
C -1.775 -0.947 2.889

Calculated values
**HOMO-LUMO gap**: 8.695 eV
**LUMO level**: 0.7 eV
**Net charge**: 0
**Largest force on an atom**: 0.0750 Eh/bohr

***

Record 8
The following is a quantum chemistry calculation of C2H7NS in the gas phase at a distorted geometry, from the OMol25 dataset.

Last column: Löwdin charge in e.
Element x y z (Å)
S (-0.25614, -0.79667, -0.64177)  0.7477
N (0.63488, 1.73409, 0.43544)  -0.0364
C (-0.99632, -0.83230, 0.98616)  -0.4818
C (0.94938, 0.61858, -0.44624)  -0.5572
H (-1.49431, 0.09712, 1.27428)  0.0267
H (-1.74067, -1.61769, 1.06326)  0.0259
H (0.36757, 1.34460, 1.32544)  0.0433
H (1.82974, 0.14886, 0.00149)  0.0622
H (1.17186, 0.91094, -1.46723)  0.0601
H (-0.09905, 2.27396, -0.01511)  0.0715
H (-0.27606, -1.04098, 1.78863)  0.0380

Atoms 1-3, force components in eV/Å:
S -0.267 0.522 -0.187
N -0.079 -0.509 -1.582
C 0.179 0.171 1.066

Calculated values
**HOMO-LUMO gap**: 9.535 eV
**LUMO level**: 1.0 eV
**Net charge**: 0
**Largest force on an atom**: 0.0323 Eh/bohr

***

Record 9
The following is a quantum chemistry calculation of 2 unconnected molecules or ions with the total composition C2H7NS at a distorted geometry, from the OMol25 dataset.

Last column: Löwdin charge in e.
Element x y z (Å)
S (-1.83550, 0.09505, 1.15453)  0.8260
N (0.78049, -1.26416, -0.29993)  0.0939
C (0.46281, 0.16412, -0.34142)  -0.2714
C (-0.22607, 0.80054, 0.90388)  -0.5888
H (0.62026, 0.67995, 1.65383)  0.1327
H (0.39534, -1.71637, -1.12251)  0.1242
H (-0.31123, 1.98231, 0.86336)  0.1477
H (0.32497, -1.57371, 0.48366)  0.0367
H (-0.39737, 0.14278, -1.06588)  0.0098
H (1.37956, 0.65666, -0.81231)  0.1801
H (-1.19326, 0.03283, -1.41720)  0.3091

Atoms 1-3, force components in eV/Å:
S 0.509 0.186 0.061
N -0.031 3.285 -1.168
C 4.498 -1.123 2.056

Calculated values
**HOMO-LUMO gap (alpha / beta)**: 7.878 / 7.115 eV
**LUMO level (alpha / beta)**: -7.2 / -7.6 eV
**Spin multiplicity**: 2
**Net charge**: +1
**Largest force on an atom**: 0.0986 Eh/bohr

***

Record 10
The following is a quantum chemistry calculation of 2 unconnected molecules or ions with the total composition C2H7NS2 at a distorted geometry, from the OMol25 dataset.

Last column: Löwdin charge in e.
Element x y z (Å)
S (1.84532, 0.90329, -0.79322)  0.4432
S (-1.69814, 1.23003, -0.90406)  0.5200
N (-1.65541, 0.16375, 0.34007)  -0.7229
C (-0.75326, 0.08928, 1.24490)  -0.0311
C (-2.83044, -0.74564, 0.43152)  -0.1150
H (0.88216, 0.97612, -1.76869)  -0.2270
H (-2.70568, -1.39777, 1.23518)  0.0508
H (-2.84621, -1.29598, -0.58184)  0.1055
H (1.69316, 2.25197, -0.80272)  -0.1885
H (-3.81891, -0.13735, 0.45516)  0.1137
H (-0.72430, -0.49138, 2.02406)  0.0372
H (0.08668, 0.72399, 1.18750)  0.0142

Atoms 1-3, force components in eV/Å:
S -0.397 0.898 -1.051
S -0.162 1.209 -1.414
N -0.971 -1.096 1.413

Calculated values
**HOMO-LUMO gap**: 8.221 eV
**LUMO level**: 0.2 eV
**Net charge**: 0
**Largest force on an atom**: 0.1068 Eh/bohr

***

What did we get for E_tot? Answer: -1081.904429; -1157.177955; -499.870762; -874.381266; -533.301774; -533.282899; -533.265840; -533.324210; -532.858629; -931.439121 hartree, in the order shown.